[1]
Here is a gas-phase ion, C5H11IN3 (charge +1) from the OMol25 dataset. Energies are from wB97M-V/def2-TZVPD.

The total charge is +1. The value obtained for the HOMO energy is -13.1 eV. The SMILES is CN1CCCN/C1=[NH+]\I. Its energy relative to the best compared isomer or geometry (same formula, charge and spin) is 64.5 kcal/mol.

Atoms and positions in Å:
C  -0.074428  -0.456014  -0.771642
C  0.493317  1.607423  0.815441
C  0.047907  1.956944  -0.527584
C  -0.399658  0.488495  1.370935
C  -0.432623  -2.032816  1.038917
N  0.066223  0.723562  -1.325082
N  -0.446659  -0.658879  0.461719
N  0.316657  -1.774118  -1.765065
I  1.448366  -1.409148  -3.511222
H  1.629206  1.421034  0.886497
H  0.230257  2.503194  1.390095
H  -0.948064  2.462332  -0.515498
H  0.764125  2.647747  -0.900188
H  0.131519  0.225142  2.361082
H  -1.491159  0.859189  1.421330
H  0.597750  -2.117414  1.275083
H  -0.969891  -2.291775  2.077735
H  -0.726960  -2.714977  0.371498
H  0.309365  0.766289  -2.254927
H  -0.545251  -2.206209  -1.899125

Cartesian forces (eV/Å) of the 6 atoms listed first:
0.972 -3.139 -3.540
0.414 0.131 1.849
-0.757 0.093 -1.046
-0.099 0.957 1.237
0.495 2.109 4.232
-0.630 0.274 2.344

---

[2]
Here is 2 unconnected molecules or ions with the total composition C5H11IO from the OMol25 dataset. Energies are from wB97M-V/def2-TZVPD.

The value obtained for the HOMO energy (alpha / beta) is -7.2 / -8.2 eV. Its energy relative to the best compared isomer or geometry (same formula, charge and spin) is 59.5 kcal/mol.

Atoms and positions in Å:
C  -0.225887  0.848861  -2.170586
C  1.809032  1.359169  -0.770398
C  -1.601650  -1.695796  2.528448
C  0.399082  1.586587  -1.039391
C  -0.289734  -0.721711  0.737491
O  -0.987050  -0.556932  1.872734
I  1.694099  -1.714751  0.772073
H  0.521977  0.315732  -2.710149
H  -0.791846  1.472960  -2.782953
H  -0.964151  0.134052  -1.832813
H  2.068478  0.359292  -0.333117
H  2.132527  2.125243  -0.022467
H  2.238499  1.381227  -1.773249
H  -2.051299  -2.410422  1.746839
H  -2.243023  -1.271077  3.326408
H  -0.742414  -2.196746  2.960930
H  -0.153070  2.166524  -0.318269
H  -0.813572  -1.182212  -0.191530

Cartesian forces (eV/Å) of the 6 atoms listed first:
0.048 -0.147 1.606
0.375 0.498 0.639
0.508 -0.363 -1.075
-0.686 -1.315 0.838
-0.589 -0.858 -1.074
0.311 0.148 -0.864

---

[3]
Here is a gas-phase ion, C5H11N (charge -1) from the OMol25 dataset. Energies are from wB97M-V/def2-TZVPD.

The total charge is -1. The value obtained for the HOMO energy (alpha / beta) is 1.4 / -3.5 eV. The expectation value of S² is 0.750. The spin multiplicity is 2. Its energy relative to the best compared isomer or geometry (same formula, charge and spin) is 11.5 kcal/mol.

Atoms and positions in Å:
C  0.963271  0.606319  -1.554386
N  -0.197854  1.792132  0.829089
C  -0.372504  0.436289  0.557734
C  0.344369  -0.153020  -0.420559
C  0.493498  -1.669534  -0.419414
C  -1.284991  -0.323912  1.506218
H  0.439994  1.495026  -1.928385
H  2.031700  0.787636  -1.329760
H  1.094039  -0.087342  -2.401380
H  0.270512  2.226254  0.045967
H  -0.747265  2.403099  1.403867
H  1.455526  -1.848426  -0.937439
H  0.404849  -2.123938  0.557315
H  -0.199454  -2.173847  -1.125524
H  -2.269684  0.149178  1.367248
H  -1.048509  -0.131705  2.559673
H  -1.377496  -1.384209  1.289735

Cartesian forces (eV/Å) of the 6 atoms listed first:
1.170 -1.023 -0.242
0.541 -0.114 -0.831
0.368 -0.506 0.707
-1.432 -0.423 0.612
0.109 0.573 -1.968
-0.132 1.237 -0.107

---

[4]
Here is a gas-phase ion, C5H11N (charge -1) from the OMol25 dataset. Energies are from wB97M-V/def2-TZVPD.

The total charge is -1. The value obtained for the HOMO energy (alpha / beta) is 1.5 / -4.3 eV. The expectation value of S² is 0.751. The spin multiplicity is 2. Its energy relative to the best compared isomer or geometry (same formula, charge and spin) is 29.5 kcal/mol.

Atoms and positions in Å:
C  -2.515469  -1.262729  0.146799
C  -1.668917  -0.031999  0.252995
C  -0.473378  0.042661  -0.421833
N  0.441453  1.150465  -0.374847
C  1.863662  0.694016  -0.342528
C  2.113289  -0.355510  0.692740
H  -3.303065  -1.175285  0.901344
H  -1.983050  -2.171514  0.415945
H  -2.873343  -1.377091  -0.916341
H  -2.192489  0.895536  0.472475
H  -0.134579  -0.862247  -0.932781
H  0.417994  1.621548  -1.264713
H  2.268818  0.357014  -1.312325
H  2.440105  1.601403  -0.129514
H  3.158218  -0.360310  1.039353
H  1.569577  -0.240583  1.636070
H  1.882952  -1.383954  0.409161

Cartesian forces (eV/Å) of the 6 atoms listed first:
-0.057 0.176 -0.085
1.374 0.382 -1.443
-1.115 -0.415 0.608
0.810 -0.531 -0.436
-0.339 0.733 0.150
0.661 -0.774 1.467

---

[5]
Here is 2 unconnected molecules or ions with the total composition C5H11N from the OMol25 dataset. Energies are from wB97M-V/def2-TZVPD.

The total charge is -1. The value obtained for the HOMO energy (alpha / beta) is -1.3 / -2.5 eV. The expectation value of S² is 0.762. The spin multiplicity is 2. Its energy relative to the best compared isomer or geometry (same formula, charge and spin) is 81.9 kcal/mol.

Atoms and positions in Å:
C  1.577326  0.598981  -0.913947
C  1.363286  -0.700735  -0.141453
C  0.595875  -0.336022  1.229657
C  -0.866344  -0.300200  0.814885
C  -1.195183  0.841770  0.143205
N  -2.536725  0.872033  -0.268766
H  2.298138  0.501942  -1.724204
H  1.869427  1.522676  -0.407551
H  0.755348  0.934750  -1.523102
H  0.721592  -1.336944  -0.610340
H  2.191359  -1.274507  0.179892
H  0.913641  -0.996767  2.041918
H  0.916811  0.691229  1.540718
H  -1.647973  -0.867690  1.331190
H  -1.089505  -1.786714  -0.379868
H  -3.196441  0.145733  -0.298434
H  -2.670631  1.490463  -1.013800

Cartesian forces (eV/Å) of the 6 atoms listed first:
1.052 0.064 -1.520
0.192 3.211 3.226
0.388 0.061 -1.358
0.324 -0.467 1.280
-1.791 0.177 -0.777
1.354 1.527 0.518

---

[6]
Here is a single C5H11N molecule from the OMol25 dataset. Energies are from wB97M-V/def2-TZVPD.

The value obtained for the HOMO energy is -8.7 eV. The SMILES is C=NCCCC. Its energy relative to the best compared isomer or geometry (same formula, charge and spin) is 56.5 kcal/mol.

Atoms and positions in Å:
C  2.661867  0.733951  -0.697398
C  1.231730  0.199400  -0.618926
C  0.271268  0.688333  0.583464
C  -0.585647  -0.500837  0.993923
C  -2.583879  -0.410639  -0.207187
N  -1.459591  -1.005083  -0.019133
H  3.201114  -0.013814  -1.272703
H  3.150558  1.101047  0.252444
H  2.808517  1.690313  -1.202890
H  1.388256  -0.884252  -0.398566
H  0.649391  0.358930  -1.525051
H  -0.375272  1.456567  0.154788
H  0.974271  1.099772  1.328666
H  0.122121  -1.294449  1.244863
H  -1.213728  -0.319599  1.918204
H  -2.901233  -0.246307  -1.228729
H  -3.274403  -0.258740  0.627290

Cartesian forces (eV/Å) of the 6 atoms listed first:
0.180 1.610 0.336
-0.606 -0.337 1.944
1.208 -0.171 -2.336
-0.700 -1.452 3.239
1.031 -1.968 0.644
0.158 2.784 -2.747

---

[7]
Here is 3 unconnected molecules or ions with the total composition C5H11N from the OMol25 dataset. Energies are from wB97M-V/def2-TZVPD.

The value obtained for the HOMO energy is -9.5 eV. The SMILES is C1=NC1.[H][H].C=CC. Its energy relative to the best compared isomer or geometry (same formula, charge and spin) is 92.5 kcal/mol.

Atoms and positions in Å:
C  -1.518011  0.137172  1.044333
C  -1.160321  0.920980  0.029722
C  -1.552424  0.705237  -1.401862
N  1.594118  0.262882  -0.940218
C  2.231316  0.184345  0.437146
C  1.947082  -0.861882  -0.517503
H  0.025084  -1.625875  1.181435
H  -1.226215  0.351571  2.069544
H  -2.116543  -0.759460  0.887364
H  -0.547449  1.799960  0.230814
H  -1.906497  -0.317419  -1.568016
H  -0.705638  0.891346  -2.068236
H  -2.357353  1.395423  -1.681828
H  1.566810  0.344937  1.287243
H  3.233543  0.599047  0.531307
H  1.933351  -1.898790  -0.830236
H  0.559147  -2.129478  1.308991

Cartesian forces (eV/Å) of the 6 atoms listed first:
-0.011 0.153 -0.122
-0.097 -0.076 0.179
-0.023 -0.026 -0.045
0.159 -0.495 0.007
0.157 0.166 0.336
-0.088 0.352 -0.288

---

[8]
Here is a single C5H11N molecule from the OMol25 dataset. Energies are from wB97M-V/def2-TZVPD.

The value obtained for the HOMO energy is -9.1 eV. The SMILES is CC1(N)CCC1. Its energy relative to the best compared isomer or geometry (same formula, charge and spin) is 22.0 kcal/mol.

Atoms and positions in Å:
C  -0.093805  0.223288  -0.336980
C  -0.684863  0.177790  1.086308
C  1.268496  -0.240996  0.118232
C  0.478616  -0.715968  1.512660
C  -0.789631  -0.689698  -1.330370
N  0.187864  1.566145  -1.021107
H  0.509298  2.268145  -0.363235
H  -0.609846  1.935142  -1.529436
H  -1.680233  -0.256995  1.159270
H  -0.681109  1.152028  1.574982
H  1.738328  -1.019588  -0.474609
H  1.983232  0.531178  0.384153
H  0.245387  -1.776302  1.542915
H  1.010191  -0.419321  2.412419
H  -0.224029  -0.727709  -2.258665
H  -0.870735  -1.697484  -0.929922
H  -1.787162  -0.309652  -1.546618

Cartesian forces (eV/Å) of the 6 atoms listed first:
0.741 2.773 -1.629
-0.133 -0.010 -0.286
-0.986 -1.982 2.618
1.533 0.374 -1.138
0.253 0.266 0.185
-0.934 -1.131 0.160